{
  "formula": "C52H70Cl2N11O5P",
  "method": "ωB97M-V/def2-TZVPD",
  "species": ["C", "C", "O", "P", "O", "C", "C", "C", "C", "N", "C", "O", "C", "C", "O", "C", "C", "N", "C", "Cl", "C", "C", "Cl", "O", "C", "C", "H", "H", "H", "H", "H", "H", "H", "H", "H", "H", "H", "H", "H", "H", "H", "H", "H", "H", "H", "H", "H", "H", "H", "H", "H", "C", "C", "C", "N", "C", "H", "H", "H", "H", "H", "C", "C", "C", "N", "C", "H", "H", "H", "H", "H", "C", "C", "C", "N", "C", "H", "H", "H", "H", "H", "C", "C", "C", "N", "C", "H", "H", "H", "H", "H", "C", "C", "C", "N", "C", "H", "H", "H", "H", "H", "C", "C", "C", "N", "C", "H", "H", "H", "H", "H", "C", "C", "C", "N", "C", "H", "H", "H", "H", "H", "C", "C", "C", "N", "C", "H", "H", "H", "H", "H", "C", "C", "C", "N", "C", "H", "H", "H", "H", "H"],
  "xyz": [[-3.003, 1.448, -1.996], [-3.204, 1.219, -0.427], [-2.317, 0.139, -0.049], [-2.006, 0.088, 1.558], [-2.207, 1.368, 2.273], [-0.209, -0.334, 1.685], [0.291, -0.282, 3.154], [1.785, -0.766, 3.353], [1.665, -2.207, 3.872], [1.617, -3.267, 4.246], [2.589, -0.895, 1.995], [2.263, -2.113, 1.291], [3.367, -2.956, 1.195], [4.205, -2.855, -0.110], [3.657, -3.741, 2.014], [2.575, 0.015, 4.460], [1.645, 0.373, 5.619], [0.958, 0.677, 6.446], [3.245, 1.354, 4.013], [2.238, 2.378, 2.923], [4.653, 1.218, 3.350], [5.360, 2.639, 3.341], [5.758, 0.074, 4.191], [-2.791, -1.193, 2.193], [-3.934, -0.829, 2.995], [-3.680, -1.094, 4.508], [-2.517, 2.440, -2.133], [-3.951, 1.429, -2.558], [-2.260, 0.711, -2.355], [-2.967, 2.184, 0.047], [-4.265, 0.914, -0.311], [-0.141, -1.400, 1.353], [0.396, 0.241, 0.961], [0.126, 0.755, 3.513], [-0.349, -0.936, 3.783], [3.654, -1.021, 2.305], [2.453, -0.019, 1.340], [5.265, -3.042, 0.127], [3.854, -3.667, -0.778], [4.019, -1.853, -0.544], [3.295, -0.707, 4.900], [3.396, 1.948, 4.940], [4.489, 0.978, 2.282], [4.686, 3.440, 3.692], [5.772, 2.859, 2.336], [6.214, 2.573, 4.040], [-4.340, 0.179, 2.797], [-4.743, -1.543, 2.717], [-2.702, -0.706, 4.851], [-4.492, -0.694, 5.145], [-3.664, -2.192, 4.685], [-1.904, -1.851, -3.785], [-2.655, -2.146, -2.617], [-3.460, -3.215, -2.912], [-3.229, -3.573, -4.214], [-2.278, -2.749, -4.750], [-1.171, -1.069, -3.904], [-2.606, -1.633, -1.670], [-4.177, -3.751, -2.312], [-3.685, -4.324, -4.699], [-1.951, -2.872, -5.770], [-7.988, 1.645, 5.776], [-6.691, 2.160, 5.509], [-6.453, 1.995, 4.170], [-7.553, 1.396, 3.618], [-8.494, 1.184, 4.589], [-8.491, 1.617, 6.729], [-6.010, 2.602, 6.221], [-5.598, 2.249, 3.563], [-7.654, 1.151, 2.649], [-9.439, 0.724, 4.352], [7.174, -5.944, 2.375], [7.965, -6.760, 3.227], [7.509, -6.575, 4.505], [6.475, -5.675, 4.459], [6.262, -5.290, 3.163], [7.263, -5.848, 1.304], [8.775, -7.409, 2.935], [7.829, -7.003, 5.442], [5.954, -5.348, 5.253], [5.484, -4.586, 2.917], [5.256, -10.168, 8.313], [5.924, -9.022, 8.816], [6.029, -8.127, 7.785], [5.454, -8.689, 6.676], [4.977, -9.931, 6.993], [5.008, -11.065, 8.859], [6.286, -8.872, 9.821], [6.463, -7.141, 7.743], [5.392, -8.256, 5.770], [4.482, -10.538, 6.252], [-2.029, 1.897, -7.546], [-2.040, 0.761, -6.694], [-3.252, 0.145, -6.853], [-3.975, 0.868, -7.765], [-3.235, 1.933, -8.196], [-1.226, 2.608, -7.668], [-1.248, 0.434, -6.039], [-3.663, -0.740, -6.398], [-4.906, 0.647, -8.072], [-3.629, 2.623, -8.924], [2.564, 0.340, -10.418], [1.571, -0.067, -11.345], [0.364, 0.371, -10.866], [0.589, 1.022, -9.685], [1.927, 1.012, -9.406], [3.626, 0.160, -10.487], [1.725, -0.618, -12.259], [-0.634, 0.275, -11.262], [-0.122, 1.443, -9.110], [2.308, 1.483, -8.514], [7.515, 2.985, -10.095], [6.707, 3.187, -11.245], [5.492, 2.604, -10.998], [5.535, 2.054, -9.746], [6.764, 2.286, -9.187], [8.531, 3.316, -9.951], [6.986, 3.703, -12.150], [4.603, 2.531, -11.604], [4.782, 1.557, -9.305], [6.996, 1.934, -8.196], [-1.408, 6.604, -2.090], [-2.215, 6.815, -3.239], [-3.433, 6.237, -2.994], [-3.392, 5.681, -1.744], [-2.163, 5.904, -1.185], [-0.391, 6.929, -1.944], [-1.933, 7.333, -4.141], [-4.322, 6.172, -3.600], [-4.147, 5.186, -1.305], [-1.932, 5.546, -0.194], [-9.294, 6.765, 7.048], [-8.408, 7.611, 6.331], [-7.472, 6.807, 5.735], [-7.755, 5.511, 6.067], [-8.866, 5.476, 6.862], [-10.149, 7.068, 7.632], [-8.454, 8.686, 6.261], [-6.630, 7.046, 5.106], [-7.227, 4.706, 5.771], [-9.255, 4.540, 7.227]],
  "lowdin_charge": [-0.05, -0.25, -0.24, 0.57, -0.27, -0.19, -0.18, -0.31, -0.18, 0.21, -0.12, -0.05, -0.51, 0.04, 0.14, -0.24, -0.19, 0.19, -0.63, 0.73, -0.74, -0.13, 0.65, -0.21, -0.28, -0.06, 0.07, 0.07, 0.06, 0.10, 0.12, 0.11, 0.10, 0.09, 0.12, 0.12, 0.11, 0.09, 0.10, 0.08, 0.13, 0.12, 0.08, 0.06, 0.08, 0.06, 0.09, 0.12, 0.07, 0.07, 0.08, -0.12, -0.10, -0.13, 0.00, -0.15, 0.08, 0.07, 0.11, 0.14, 0.11, -0.11, -0.13, -0.14, 0.01, -0.13, 0.09, 0.10, 0.11, 0.14, 0.11, -0.11, -0.11, -0.16, 0.01, -0.13, 0.09, 0.09, 0.10, 0.14, 0.08, -0.11, -0.12, -0.16, 0.01, -0.14, 0.09, 0.09, 0.10, 0.13, 0.11, -0.14, -0.11, -0.13, 0.01, -0.14, 0.09, 0.09, 0.10, 0.15, 0.11, -0.13, -0.11, -0.13, 0.02, -0.14, 0.08, 0.09, 0.11, 0.10, 0.10, -0.12, -0.11, -0.14, 0.00, -0.14, 0.09, 0.09, 0.10, 0.11, 0.10, -0.11, -0.11, -0.14, 0.00, -0.15, 0.09, 0.09, 0.10, 0.14, 0.10, -0.12, -0.12, -0.14, 0.01, -0.14, 0.09, 0.09, 0.10, 0.11, 0.10],
  "energy_ev": -116019.69610,
  "homo_energy_ev": -8.08,
  "spin_multiplicity": 1,
  "orbital_gap_ev": 8.188,
  "smiles": "CCOP(=O)(CC[C@@](C#N)(COC(C)=O)[C@H](C#N)[C@H](Cl)[C@@H](C)Cl)OCC.c1cc[nH]c1.c1cc[nH]c1.c1cc[nH]c1.c1cc[nH]c1.c1cc[nH]c1.c1cc[nH]c1.c1cc[nH]c1.c1cc[nH]c1.c1cc[nH]c1",
  "mol_weight_g_mol": 1031.08,
  "e_lumo_ev": 0.11,
  "fmax_ev_per_a": 5.660
}